Computed, not measured: 5 unconnected molecules or ions with the total composition C37H77NO9S4, with ωB97M-V with the def2-TZVPD basis set.

CARTESIAN COORDINATES (ANGSTROEM)
C 6.293 -5.157 -0.947
C 5.252 -4.030 -0.955
C 5.700 -2.726 -0.296
C 6.106 -2.884 1.170
C 6.163 -1.602 2.024
C 5.082 -0.541 1.780
C 5.428 0.489 0.696
C 4.736 1.869 0.804
C 3.396 1.936 1.538
C 2.269 1.137 0.870
C 0.947 1.900 0.840
C -0.260 1.085 0.385
C -0.285 0.803 -1.128
C -0.627 -0.645 -1.519
C -2.123 -0.934 -1.746
C -3.067 -0.095 -0.879
C -4.484 -0.670 -0.724
C -5.010 -0.625 0.715
C -4.348 -1.578 1.717
N -3.027 -1.081 2.106
C -4.141 -2.983 1.167
O -5.360 -3.536 0.701
C -5.496 -4.926 0.865
H 5.829 -6.142 -0.876
H 6.891 -5.153 -1.859
H 6.981 -5.068 -0.105
H 4.331 -4.370 -0.473
H 4.983 -3.810 -1.991
H 4.876 -2.016 -0.371
H 6.533 -2.298 -0.866
H 5.425 -3.599 1.646
H 7.095 -3.347 1.214
H 6.112 -1.911 3.072
H 7.146 -1.135 1.905
H 4.906 -0.009 2.717
H 4.139 -1.042 1.533
H 6.510 0.650 0.731
H 5.237 0.064 -0.289
H 4.556 2.242 -0.209
H 5.425 2.585 1.260
H 3.104 2.991 1.571
H 3.497 1.636 2.583
H 2.573 0.891 -0.155
H 2.112 0.182 1.380
H 0.768 2.320 1.835
H 1.064 2.756 0.163
H -1.164 1.616 0.690
H -0.281 0.131 0.922
H 0.691 1.065 -1.552
H -1.008 1.475 -1.602
H -0.259 -1.309 -0.731
H -0.078 -0.907 -2.427
H -2.310 -1.994 -1.548
H -2.362 -0.779 -2.805
H -2.630 0.012 0.110
H -3.136 0.904 -1.312
H -4.525 -1.698 -1.098
H -5.182 -0.105 -1.347
H -6.086 -0.819 0.717
H -4.880 0.393 1.100
H -5.028 -1.672 2.580
H -2.558 -1.740 2.715
H -3.101 -0.218 2.634
H -3.723 -3.606 1.969
H -3.406 -2.947 0.354
H -4.522 -5.427 0.899
H -6.050 -5.316 0.009
H -6.044 -5.169 1.783
C -1.317 4.396 -3.987
C -1.433 5.012 -2.586
C -2.926 5.118 -2.258
S -3.729 3.788 -3.174
O -4.615 4.368 -4.153
O -4.220 2.790 -2.259
C -2.252 3.196 -3.996
H -0.297 4.100 -4.225
H -1.641 5.109 -4.748
H -0.939 4.363 -1.860
H -0.954 5.989 -2.531
H -3.159 4.979 -1.205
H -3.367 6.047 -2.615
H -2.530 2.848 -4.988
H -1.864 2.369 -3.400
C -3.013 -0.342 7.746
C -2.079 -1.544 7.548
C -1.497 -1.441 6.135
S -1.464 0.316 5.742
O -2.378 0.557 4.653
O -0.107 0.793 5.660
C -2.236 0.876 7.259
H -3.314 -0.229 8.787
H -3.917 -0.466 7.147
H -1.275 -1.505 8.286
H -2.604 -2.489 7.681
H -0.482 -1.818 6.044
H -2.125 -1.915 5.383
H -2.847 1.744 7.024
H -1.435 1.153 7.945
C 1.329 -5.656 3.501
C 0.534 -6.606 2.594
C -0.798 -5.919 2.271
S -0.465 -4.149 2.333
O -1.224 -3.581 3.427
O -0.559 -3.573 1.020
C 1.246 -4.282 2.845
H 2.364 -5.976 3.616
H 0.878 -5.619 4.495
H 1.092 -6.783 1.673
H 0.367 -7.571 3.069
H -1.183 -6.143 1.280
H -1.561 -6.119 3.021
H 1.468 -3.443 3.500
H 1.850 -4.221 1.940
C 0.259 7.832 -8.034
C 0.187 6.982 -9.310
C 0.841 5.632 -8.997
S 0.594 5.361 -7.233
O 1.876 5.354 -6.574
O -0.323 4.269 -7.026
C -0.213 6.928 -6.902
H -0.357 8.727 -8.108
H 1.288 8.148 -7.850
H -0.858 6.831 -9.589
H 0.684 7.468 -10.148
H 0.393 4.793 -9.524
H 1.917 5.642 -9.160
H 0.081 7.252 -5.906
H -1.288 6.751 -6.942

Calculated total energy (eV): -102875.19036
Spin multiplicity: 1
SMILES string: CCCCCCCCCCCCCCCCCC[C@H](N)COC.O=S1(=O)CCCC1.O=S1(=O)CCCC1.O=S1(=O)CCCC1.O=S1(=O)CCCC1
HOMO-LUMO gap (Eh): 0.3054
Lowest unoccupied orbital energy (eV): 0.256



Computed, not measured: 9 unconnected molecules or ions with the total composition C37H79BClN11O16P at a distorted geometry, with ωB97M-V with the def2-TZVPD basis set.

CARTESIAN COORDINATES (ANGSTROEM)
C 0.183 4.408 1.760
B 0.134 2.794 1.964
O 0.998 2.284 3.036
C -0.781 1.735 1.159
C -2.368 1.959 1.138
C -2.915 3.297 1.810
C -4.504 3.282 2.159
O -5.106 4.380 1.932
O -5.174 2.152 2.702
C -6.599 2.468 2.555
C -7.417 2.150 1.199
O -7.257 3.044 3.460
N -2.770 1.708 -0.289
C -4.214 1.458 -0.519
C -4.849 2.841 -1.137
C -3.736 3.853 -1.704
C -4.532 4.919 -2.639
O -4.037 5.467 -3.645
O -5.876 5.288 -2.243
C -2.111 0.389 -0.591
N -2.624 -0.808 -0.308
N -0.764 0.492 -1.151
C -0.112 1.566 -0.310
Cl -0.055 3.076 -1.327
P 1.706 1.013 -0.018
O 2.522 0.857 -1.542
O 1.661 -0.569 0.689
H 1.239 4.740 1.411
H -0.126 4.999 2.696
H -0.522 4.724 0.896
H 1.937 2.461 2.812
H -0.605 0.706 1.673
H -2.849 1.087 1.744
H -2.469 3.526 2.858
H -2.633 4.223 1.175
H -6.888 1.362 0.557
H -7.517 3.117 0.570
H -8.482 1.792 1.423
H -4.779 1.101 0.418
H -4.453 0.672 -1.334
H -5.517 2.564 -2.043
H -5.543 3.372 -0.401
H -3.221 4.496 -0.904
H -2.942 3.323 -2.337
H -5.796 5.887 -1.464
H -2.240 -1.645 -0.787
H -3.335 -0.993 0.420
H -0.312 -0.421 -0.982
H 3.105 1.643 -1.646
H 2.405 -1.108 0.318
C 3.141 -3.038 2.870
C 4.281 -3.665 2.113
O 5.178 -2.993 1.616
N 4.293 -5.018 1.991
C 3.330 -5.970 2.506
H 3.266 -1.955 2.885
H 2.194 -3.273 2.378
H 3.133 -3.400 3.901
H 5.086 -5.369 1.471
H 3.852 -6.656 3.173
H 2.918 -6.529 1.662
H 2.520 -5.486 3.047
C 0.798 0.814 -4.324
C -0.458 1.064 -5.112
O -1.503 1.430 -4.577
N -0.409 0.872 -6.455
C 0.721 0.446 -7.255
H 0.608 1.008 -3.268
H 1.108 -0.228 -4.436
H 1.590 1.485 -4.663
H -1.287 1.060 -6.921
H 0.930 1.222 -7.994
H 0.448 -0.477 -7.770
H 1.610 0.273 -6.652
C 3.797 5.685 -6.554
C 2.759 4.648 -6.884
O 2.863 3.908 -7.854
N 1.677 4.547 -6.063
C 1.378 5.323 -4.880
H 4.597 5.648 -7.293
H 3.350 6.681 -6.577
H 4.225 5.484 -5.569
H 1.022 3.830 -6.346
H 1.291 4.636 -4.035
H 0.421 5.827 -5.035
H 2.146 6.064 -4.667
C -6.776 -2.320 4.090
C -6.974 -1.947 2.646
O -6.033 -1.843 1.862
N -8.245 -1.722 2.218
C -9.472 -1.794 2.984
H -5.713 -2.467 4.285
H -7.139 -1.517 4.735
H -7.302 -3.251 4.310
H -8.302 -1.476 1.239
H -10.123 -2.539 2.521
H -9.960 -0.818 2.945
H -9.294 -2.066 4.022
C 6.157 -7.633 5.267
C 4.874 -7.041 5.786
O 3.804 -7.194 5.206
N 4.929 -6.317 6.935
C 6.087 -6.029 7.754
H 5.959 -8.182 4.345
H 6.874 -6.838 5.050
H 6.571 -8.327 6.001
H 4.033 -5.951 7.224
H 5.907 -6.424 8.756
H 6.207 -4.945 7.811
H 6.996 -6.471 7.351
C 5.505 -10.477 -0.565
C 5.462 -9.318 0.393
O 6.479 -8.811 0.848
N 4.241 -8.835 0.752
C 2.938 -9.296 0.326
H 6.542 -10.752 -0.758
H 4.993 -11.339 -0.132
H 5.040 -10.196 -1.512
H 4.290 -8.058 1.397
H 2.421 -8.465 -0.160
H 2.375 -9.601 1.211
H 3.004 -10.134 -0.365
C 5.610 -1.548 -5.719
C 4.323 -0.960 -5.208
O 3.256 -1.122 -5.789
N 4.371 -0.230 -4.060
C 5.524 0.068 -3.239
H 5.417 -2.102 -6.638
H 6.323 -0.751 -5.938
H 6.025 -2.237 -4.980
H 3.471 0.133 -3.776
H 5.343 -0.323 -2.236
H 5.638 1.154 -3.187
H 6.437 -0.371 -3.637
C -1.408 8.333 2.273
C -2.412 7.265 1.936
O -2.275 6.521 0.970
N -3.499 7.138 2.743
C -3.834 7.914 3.918
H -0.598 8.314 1.543
H -1.883 9.316 2.238
H -0.986 8.150 3.264
H -4.131 6.401 2.456
H -3.911 7.234 4.768
H -4.801 8.391 3.750
H -3.088 8.677 4.133

Calculated total energy (eV): -111284.07509
Spin multiplicity: 1
HOMO-LUMO gap (Eh): 0.2667
Total charge: +1
Lowest unoccupied orbital energy (eV): -3.553